1.
Below is a single C6H13N molecule in a non-equilibrium geometry, with properties calculated with the ωB97M-V functional and the def2-TZVPD basis.

XYZ file:
```
20
Properties=species:S:1:pos:R:3:forces:R:3
C -1.763 -1.391 -0.529 0.0 0.3 -0.4
C -1.477 0.117 -0.476 0.0 0.1 0.4
C -0.206 0.413 0.290 -0.2 0.5 0.1
C -0.381 0.787 1.744 0.1 -0.2 -0.3
C 0.985 0.431 -0.319 0.2 -1.1 0.1
C 2.311 0.247 0.404 -0.9 0.6 -0.6
N 1.126 0.333 -1.704 0.2 -0.2 -0.9
H -2.169 -1.749 0.413 0.2 -0.1 0.2
H -0.844 -1.922 -0.781 -0.1 -0.1 0.1
H -2.507 -1.610 -1.296 0.0 -0.1 0.0
H -1.463 0.546 -1.480 0.0 0.0 0.0
H -2.295 0.615 0.046 -0.2 0.0 -0.1
H 0.546 1.201 2.139 -0.2 0.1 0.2
H -1.184 1.523 1.804 0.1 0.3 0.1
H -0.699 -0.031 2.392 0.1 -0.2 0.0
H 2.369 -0.814 0.621 0.4 -0.1 0.2
H 3.124 0.555 -0.246 0.2 0.0 0.1
H 2.324 0.830 1.314 0.3 0.0 0.3
H 0.319 0.151 -2.278 -0.2 0.1 0.3
H 1.883 -0.231 -2.059 0.2 0.1 0.3
```
Positions in Å, forces in eV/Å.

Computed properties:
LUMO level = 0.037 Eh
Kohn-Sham gap = 8.546 eV
molar mass = 99.2 g mol⁻¹
highest occupied orbital energy = -7.53 eV
structure (SMILES) = CC/C(C)=C(/C)N

2.
Below is a single C3H6N2OS2 molecule in a non-equilibrium geometry, with properties calculated with the ωB97M-V functional and the def2-TZVPD basis.

XYZ file:
```
14
Properties=species:S:1:pos:R:3:forces:R:3
N 2.252 1.228 -0.072 0.8 -0.3 -0.3
N 2.402 0.072 -0.803 -1.8 -0.3 0.2
C 1.616 -0.911 -0.502 0.8 1.1 0.2
S 0.670 -1.079 1.015 -0.2 0.4 -0.7
C -0.799 -0.024 0.746 0.2 -0.7 0.2
C -1.919 -0.578 -0.126 0.3 -0.3 0.2
O -1.846 -1.526 -0.849 -0.1 0.4 0.0
S -3.366 0.470 0.105 -0.3 -0.1 -0.6
H 3.061 1.833 -0.216 -0.4 -0.4 0.3
H 2.011 1.040 0.896 0.0 0.2 0.2
H 1.572 -1.734 -1.176 0.3 -0.6 -0.3
H -0.584 0.948 0.308 0.4 0.2 0.3
H -1.152 0.067 1.779 -0.3 0.4 -0.3
H -3.918 0.193 -1.104 0.1 -0.1 0.5
```
Positions in Å, forces in eV/Å.

Computed properties:
LUMO level = 0.017 Eh
Kohn-Sham gap = 9.765 eV
molar mass = 150.2 g mol⁻¹
highest occupied orbital energy = -9.30 eV
structure (SMILES) = N/N=C\SCC(=O)S

3.
Below is a gas-phase ion, C4H7N4O (charge +1) in a non-equilibrium geometry, with properties calculated with the ωB97M-V functional and the def2-TZVPD basis.

XYZ file:
```
16
Properties=species:S:1:pos:R:3:forces:R:3
C 2.750 1.136 0.039 4.2 -0.9 -2.5
N 2.203 -0.149 -0.176 -2.6 -2.1 0.8
C 1.345 -0.943 -0.121 2.1 1.8 0.5
N 0.500 -1.907 -0.061 -3.1 -0.7 0.4
C -1.026 -1.839 0.037 -0.4 2.8 -1.2
N -1.884 -0.943 -0.116 -0.5 1.1 -0.1
C -1.796 0.540 -0.133 2.1 -2.0 0.6
N -2.942 1.216 -0.071 1.2 -0.2 0.1
O -0.687 1.020 0.010 0.1 0.3 0.0
H 3.672 1.150 -0.683 -2.1 0.8 0.9
H 3.203 1.416 0.948 0.3 -0.9 1.8
H 1.985 1.809 -0.068 -1.8 1.8 -1.1
H 0.655 -2.781 0.425 1.4 0.0 -0.1
H -1.503 -2.746 0.261 0.6 -2.0 0.2
H -2.717 2.161 0.247 -1.1 -0.1 -0.7
H -3.757 0.858 -0.536 -0.4 0.4 0.3
```
Positions in Å, forces in eV/Å.

Computed properties:
charge = +1
LUMO level = -0.145 Eh
Kohn-Sham gap = 9.747 eV
molar mass = 127.1 g mol⁻¹
highest occupied orbital energy = -13.70 eV
structure (SMILES) = C[N+]#CN/C=N\C(N)=O

4.
Below is 2 unconnected molecules or ions with the total composition O2 in a non-equilibrium geometry, with properties calculated with the ωB97M-V functional and the def2-TZVPD basis.

XYZ file:
```
2
Properties=species:S:1:pos:R:3:forces:R:3
O 0.126 0.833 0.538 -1.0 -6.6 -4.3
O -0.126 -0.833 -0.538 1.0 6.6 4.3
```
Positions in Å, forces in eV/Å.

Computed properties:
LUMO level = -0.218 Eh
Kohn-Sham gap = 7.228 eV
molar mass = 32.0 g mol⁻¹
highest occupied orbital energy = -13.15 eV